No. 1
This record from the OMol25 dataset describes a cluster of 2 separate species, C3H9NO2 in total at a distorted geometry. The level of theory is wB97M-V/def2-TZVPD.

XYZ file:
```
15
Properties=species:S:1:pos:R:3:forces:R:3
O -0.9900 0.1291 0.8790 0.4390 -0.7472 -0.2624
O -0.8298 1.7140 -0.6898 2.4180 3.2147 1.3906
N 0.2502 -2.5475 -1.0624 2.3228 -2.4328 -0.1900
C 0.0998 2.2210 1.2428 2.8021 2.1822 4.4733
C -0.5465 1.1714 0.4915 -1.5809 0.8241 1.0375
C 1.6598 -2.3516 -0.7011 -0.0690 -0.3353 -1.1913
H 0.2155 3.1341 0.6917 -0.1529 0.2347 -0.5440
H 2.1989 -3.2548 -1.0760 -0.3190 0.1269 1.3345
H 2.1476 -1.6768 -1.4019 -0.3167 0.8651 0.2796
H 1.1576 1.9925 1.5748 -1.0124 -0.3062 -0.5802
H 1.8094 -2.0470 0.3556 0.3468 -0.3871 -0.6388
H -0.1387 -3.1805 -0.4031 -0.6131 -0.4292 0.3692
H -0.3192 -1.7874 -1.1497 -1.3593 2.5909 0.0664
H -1.2292 1.0778 -1.1494 -2.9190 -4.0589 -3.4888
H -0.3133 2.5852 2.2821 0.0136 -1.3420 -2.0555
```
Forces are in eV/Å.

## Properties
- HOMO level: -9.002 eV
- Largest force on an atom: 0.119 hartree/bohr
- Spin multiplicity: 1



No. 2
This record from the OMol25 dataset describes an isolated molecule of C2H3NS at a distorted geometry. The level of theory is wB97M-V/def2-TZVPD.

XYZ file:
```
7
Properties=species:S:1:pos:R:3:forces:R:3
S 3.6373 -0.0239 -0.1028 -5.3811 0.1838 0.6115
N 0.5773 -0.9373 -0.0577 0.9881 1.7475 -0.2496
C 0.1223 0.4776 -0.2118 0.1403 0.7747 -0.2158
C 1.5373 -0.0025 0.1002 2.8445 -0.7486 -1.1265
H 0.6555 -1.5370 -0.8601 0.0402 -0.7479 -0.0427
H -0.5882 0.7951 0.6091 1.0305 -0.2833 -1.1983
H -0.0390 0.9300 -1.2802 0.3376 -0.9263 2.2214
```
Forces are in eV/Å.

## Properties
- HOMO level (spin up / spin down): -8.524 / -8.524 eV
- Largest force on an atom: 0.105 hartree/bohr
- Spin multiplicity: 1



No. 3
This record from the OMol25 dataset describes an isolated molecule of C3H4ClN at a distorted geometry. The level of theory is wB97M-V/def2-TZVPD.

XYZ file:
```
9
Properties=species:S:1:pos:R:3:forces:R:3
Cl -1.3492 -0.9072 2.3283 0.3183 0.1399 -0.5253
N 0.0519 -0.4887 1.3304 -0.4320 -0.7537 0.6904
C 0.5856 1.8125 -1.4083 0.4040 0.7034 -1.0554
C -0.2265 -0.6692 -0.1052 3.2815 2.2656 -2.2227
C 0.4313 0.7261 -0.9111 -2.1949 -2.5734 1.9042
H -1.2751 -0.6941 -0.3296 -0.4466 0.4213 0.2747
H 0.7908 -1.0050 1.8593 -0.5419 0.3816 -1.6740
H 0.2216 -1.4947 -0.7487 -0.2125 0.5783 1.6045
H 0.7695 2.7202 -2.0151 -0.1759 -1.1630 1.0037
```
Forces are in eV/Å.

## Properties
- HOMO level: -9.627 eV
- Largest force on an atom: 0.089 hartree/bohr
- Spin multiplicity: 1



No. 4
This record from the OMol25 dataset describes an isolated molecule of C5H6N2O at a distorted geometry. The level of theory is wB97M-V/def2-TZVPD.

XYZ file:
```
14
Properties=species:S:1:pos:R:3:forces:R:3
O -0.4585 2.3808 0.4472 -2.1533 1.3310 -1.6133
N -1.4619 -0.6953 -1.4957 0.1000 -3.8481 -6.5245
N -0.0461 -0.3566 0.0658 0.0114 -1.5091 2.7790
C 0.3691 1.7862 1.0063 2.0361 -1.7688 2.2369
C 0.4230 0.2636 1.2586 -0.0424 1.3135 -0.8142
C 0.6748 -1.0786 -0.7985 -1.0919 -0.4084 -4.6217
C -1.3367 -0.3765 -0.3322 -1.1346 3.1893 5.9325
C -0.2005 -1.2654 -1.9230 -0.2289 1.3958 1.4289
H 1.4734 0.0787 1.3908 0.3779 -0.5643 0.2465
H -0.0932 -1.5895 -3.0056 0.1286 0.2378 1.9888
H 1.7037 -1.3369 -0.6914 0.3924 0.1309 0.1910
H -0.1331 0.0497 2.1648 -0.1639 -0.3009 0.1297
H -2.1500 -0.1097 0.4366 1.2907 0.0066 -1.5522
H 1.2361 2.2495 1.4762 0.4778 0.7947 0.1926
```
Forces are in eV/Å.

## Properties
- HOMO level: -8.594 eV
- Largest force on an atom: 0.147 hartree/bohr
- Spin multiplicity: 1



No. 5
This record from the OMol25 dataset describes a cluster of 9 separate species, C23H48Cl17O3PSi in total at a distorted geometry. The level of theory is wB97M-V/def2-TZVPD.

XYZ file:
```
93
Properties=species:S:1:pos:R:3:forces:R:3
Cl -3.0936 0.5634 -5.0123 0.1787 0.1077 -0.0178
Cl -0.0137 3.5406 4.6670 -0.0771 -0.0197 0.0196
Cl 3.8530 -5.9466 3.3628 0.1215 0.0137 0.0042
Cl 2.3825 -6.6161 0.3494 -0.0498 -0.1751 -0.0774
Cl 5.4842 -1.2996 0.9168 0.0563 0.0004 0.0041
Cl -4.4709 2.7366 -2.7604 0.0038 0.0822 0.0313
Cl -7.1389 1.9373 -0.0192 0.0073 0.3202 0.0878
Cl 3.8737 0.2716 -4.2782 0.1664 0.0079 -0.2996
Cl -9.3752 3.8199 -1.7927 0.0023 -0.0696 -0.0121
Cl 2.6088 1.8415 6.0551 -0.0489 -0.0526 0.1014
Cl 1.0641 -8.0476 5.1298 -0.4703 -1.0622 0.7870
Cl -6.8501 -1.4920 -3.8008 -0.6165 -0.5209 0.3238
Cl 3.3005 -9.9302 6.9033 -0.0325 0.0257 -0.0461
Cl 2.7334 -2.5500 -0.6832 0.0285 -0.3041 -0.0451
Cl -5.3797 -0.8225 -0.7874 0.0293 -0.0859 -0.0146
Cl 5.4795 -2.5819 -3.2932 -0.0095 0.0543 0.0229
Cl -0.7804 6.4903 -3.0877 0.6641 -0.5399 1.1043
P -0.1465 3.5373 -1.0224 -0.1312 -1.5907 0.3698
Si 0.2629 5.6663 -1.3693 -0.8326 2.5979 0.7804
O -0.2364 6.7041 0.0046 1.1223 -2.8119 -0.7194
O 3.8580 4.4196 -0.6521 -1.5215 -3.6623 0.3568
O 2.9931 3.0910 1.1698 3.9391 0.3549 -7.4348
C -7.3797 -2.0637 -2.1987 -0.2148 -0.2016 0.3914
C -4.6561 0.3913 -4.1738 -0.0680 0.1858 -0.0439
C -0.7968 2.6409 -2.5780 -0.4184 -0.2510 -1.1589
C 3.6058 3.1063 -0.0400 -2.8746 -0.2514 5.9172
C 1.7052 4.0076 4.6325 0.4047 0.1054 -0.0517
C 3.1301 -8.1570 6.9332 0.0082 0.2476 -0.0169
C -8.7550 4.1510 -0.1557 0.1297 0.0925 0.3002
C -1.2212 3.2248 0.5245 0.0104 0.0775 1.5219
C -7.3093 3.7105 0.0107 -0.0699 0.3806 0.0275
C 3.0507 4.6346 -1.8675 0.9534 1.2726 -1.7175
C 4.0587 1.6448 -0.6785 -0.2394 -0.1184 -0.8428
C 1.8530 -7.1878 1.9516 -0.0619 -0.0507 0.4135
C 4.1669 -2.4487 -4.4904 -0.2248 -0.0070 -0.1952
C 2.1137 -6.1611 3.0423 -0.4282 0.3542 -0.2794
C -7.1190 -1.0370 -1.1080 -0.3300 -0.1616 -0.1616
C 3.9973 -3.4792 0.1615 0.2728 -0.2483 0.2565
C 2.1393 5.9825 -1.6612 0.7745 0.4334 -0.9176
C 1.6844 -7.7165 6.7667 0.2046 0.1106 0.4809
C 2.6265 2.8006 4.5539 0.0142 0.2018 -0.3902
C 4.5398 -2.7393 1.3740 -0.1989 -0.3482 0.0374
C 2.7524 0.7020 -1.0871 -1.1399 0.9914 0.3818
C 4.2415 -1.1532 -5.2827 0.0779 -0.2866 -0.2335
C -5.3375 1.7319 -3.9492 -0.2146 -0.2741 -0.2198
H 3.5130 -7.8182 7.9001 -0.1731 -0.0369 -0.1231
H 2.3549 2.1394 3.7252 0.0108 0.2020 0.2005
H 1.8379 1.4403 -1.1502 1.5783 -1.4569 0.0870
H -1.8015 2.0295 -2.3783 2.2927 1.4719 -0.4358
H 1.6050 -6.6364 6.9223 0.0898 -0.1590 -0.0667
H -8.4526 -2.2636 -2.2723 0.1504 0.1195 0.0529
H 4.7888 -3.7076 -0.5589 -0.1564 0.1906 0.1115
H -4.4786 -0.1339 -3.2303 -0.0119 0.2174 -0.2958
H 4.6373 1.8410 -1.6775 -0.7835 -0.3143 2.0846
H -5.4214 2.3024 -4.8793 0.1449 -0.1077 0.2052
H -6.8712 -3.0103 -1.9913 -0.0108 0.2664 -0.0804
H -9.4132 3.6544 0.5637 0.1748 0.0150 -0.2069
H 4.6909 0.9880 0.0922 -1.2653 2.1168 -1.6598
H -6.9264 4.0493 0.9776 -0.1429 -0.0717 -0.1164
H -0.9874 3.4560 -3.4195 0.2578 -1.9027 1.6692
H 3.6586 3.1305 4.4017 -0.2273 0.0156 0.0207
H 3.8318 4.8952 -2.7323 -1.6186 -0.6478 1.8742
H 3.7360 -2.4195 2.0441 0.1426 -0.0026 -0.2108
H 3.2137 -2.5435 -3.9613 0.2304 0.1138 -0.0207
H 4.2675 -3.3035 -5.1660 0.0285 0.2043 0.0441
H -8.8343 5.2311 -0.0002 0.1062 -0.1750 -0.0564
H -6.6684 4.1259 -0.7731 -0.1736 -0.1885 0.0764
H -6.3459 1.5744 -3.5547 0.1821 -0.0676 -0.0038
H 5.2126 -3.3929 1.9374 -0.1236 0.0641 -0.1814
H 3.5053 -1.1692 -6.0915 0.0580 -0.0485 0.1847
H 0.0571 1.8921 -2.9416 -1.9560 1.6258 0.7845
H 2.3615 -8.1344 2.1590 -0.0136 0.2582 -0.0394
H 0.7801 -7.3876 1.8780 0.1362 0.1239 0.0429
H 3.7710 -7.7416 6.1494 -0.2040 -0.1171 0.0821
H -7.5400 -0.0601 -1.3648 0.1515 -0.3302 -0.0780
H 1.6927 -5.1842 2.7855 0.2016 -0.1586 -0.1489
H 5.2311 -1.0085 -5.7269 -0.1773 -0.0288 0.2100
H -0.0107 6.1812 0.8317 -0.4243 1.0381 -1.2373
H 1.6579 -6.4920 3.9804 0.4089 0.4834 -0.8162
H -1.9861 2.3558 0.3547 1.2612 1.8921 0.1854
H 1.0262 -8.2131 7.4862 0.1635 0.0140 -0.2372
H 2.5084 6.6842 -0.7868 -0.4580 -1.7081 -1.6829
H 2.8560 0.2071 -2.1560 0.0162 0.9165 2.7312
H 2.2578 6.6235 -2.6572 -0.3441 -1.3107 2.1054
H 2.4758 -0.0868 -0.2423 0.8728 1.9059 -1.9797
H -1.7082 4.2219 0.9303 0.6329 -2.1903 -0.9496
H -5.2852 -0.2446 -4.8034 0.5008 0.5227 0.0158
H 2.4676 3.6910 -2.2428 0.9349 1.7505 1.1150
H -0.4844 2.8563 1.3830 -1.5191 0.7626 -1.8931
H -7.5748 -1.3679 -0.1699 0.0723 -0.0274 -0.1808
H 3.5409 -4.4224 0.4751 0.1370 0.3078 0.0452
H 1.9098 4.6138 5.5204 -0.0897 -0.2347 -0.1161
H 1.8442 4.6395 3.7505 0.0395 -0.2385 0.0632
```
Forces are in eV/Å.

## Properties
- HOMO level: -7.792 eV
- Largest force on an atom: 0.164 hartree/bohr
- Spin multiplicity: 1